(1)
Entry from the Open Molecules 2025 dataset: a cluster of 12 separate species, C70H163F6N9O18S2 in total in a non-equilibrium geometry (ωB97M-V/def2-TZVPD).

As for the charge: +6. Its LUMO energy is -8.313 eV. As for the HOMO-LUMO gap: 2.4 eV. The value obtained for the largest force on an atom is 3.50 eV/A. The total energy is -163404.3755 eV.

XYZ file:
```
268
Properties=species:S:1:pos:R:3:forces:R:3
C 2.920 -9.754 7.812 -1.199 1.274 0.442
O 3.381 -10.108 6.529 0.345 -2.685 -0.400
C 3.115 -11.546 6.292 -0.287 1.043 -0.901
C 3.047 -11.750 4.764 0.591 1.423 -0.973
N 2.141 -10.649 4.163 0.670 -0.517 0.776
H 1.235 -10.796 4.584 -0.720 -0.488 -0.439
H 2.368 -9.773 4.613 0.979 0.756 0.307
C 2.069 -10.371 2.647 1.189 0.238 1.734
C 3.076 -9.207 2.302 -0.883 1.115 0.574
O 2.901 -8.089 3.183 0.749 -1.438 0.840
C 1.754 -7.305 3.025 0.902 1.228 -0.484
H 3.130 -10.350 8.701 0.663 -0.629 -0.499
H 1.833 -9.724 7.731 -0.316 0.142 0.351
H 3.262 -8.744 8.035 0.095 -0.055 -0.190
H 2.139 -11.827 6.689 -0.119 0.150 0.388
H 3.869 -12.188 6.746 0.087 0.120 -0.084
H 2.689 -12.684 4.331 -0.153 -0.161 0.726
H 4.016 -11.571 4.297 0.136 0.047 0.169
H 1.018 -10.082 2.658 0.161 0.054 -1.469
H 2.349 -11.313 2.178 -0.549 0.204 -0.397
H 2.949 -8.822 1.291 -0.472 -0.488 -0.317
H 4.150 -9.379 2.376 -0.207 -0.942 0.249
H 1.687 -7.127 1.952 -1.237 -0.229 -0.107
H 2.025 -6.317 3.396 -0.047 0.011 0.304
H 0.900 -7.628 3.620 -0.331 -0.333 -0.570
C 2.002 5.200 -5.749 0.195 -1.268 1.019
O 1.306 6.409 -5.385 0.428 0.478 0.291
C 1.532 6.794 -4.006 -0.443 0.635 -0.736
C 0.516 7.901 -3.582 0.041 -1.079 0.137
N 0.554 9.167 -4.364 -0.324 1.377 0.580
H 0.533 8.970 -5.354 0.402 0.111 -0.684
H -0.357 9.531 -4.123 -0.363 0.562 -0.513
C 1.546 10.327 -4.012 -0.017 -1.192 -0.640
C 1.387 11.482 -5.033 -0.669 -0.087 0.538
O 1.224 10.963 -6.335 0.420 0.118 1.429
C 0.754 11.889 -7.308 0.127 -1.301 -0.595
H 2.294 5.024 -6.785 -0.583 1.057 -0.219
H 1.412 4.337 -5.441 -0.548 -0.036 -0.144
H 2.924 4.984 -5.209 0.282 0.900 0.299
H 2.523 7.228 -3.877 0.291 -0.309 -0.021
H 1.427 5.907 -3.382 -0.049 0.226 0.361
H 0.536 8.208 -2.537 0.787 -0.340 0.119
H -0.523 7.592 -3.703 0.068 -0.556 -0.303
H 2.477 9.762 -3.963 0.383 0.739 -0.180
H 1.268 10.657 -3.011 0.146 -0.054 -0.048
H 2.076 12.316 -4.904 1.305 -0.671 -0.255
H 0.535 12.079 -4.710 -1.132 -0.413 -0.170
H -0.105 12.455 -6.947 0.137 0.218 -0.011
H 0.451 11.169 -8.069 -0.346 0.589 -0.430
H 1.564 12.479 -7.735 -0.107 0.336 0.339
C -4.727 2.768 -5.685 0.504 -0.376 -0.238
O -6.025 3.328 -5.541 -1.197 1.001 -0.417
C -6.087 4.749 -5.926 -0.092 -1.065 0.361
C -7.547 5.432 -6.190 1.980 -1.732 0.661
N -8.344 4.757 -7.279 0.425 -0.044 0.445
H -7.775 4.563 -8.091 0.257 0.475 -0.651
H -8.645 3.832 -7.007 0.310 -0.759 0.540
C -9.666 5.382 -7.564 0.031 0.650 0.026
C -10.380 4.647 -8.687 1.321 0.012 -0.020
O -10.541 3.291 -8.308 -0.197 0.747 -1.250
C -11.800 3.043 -7.745 -0.451 -0.663 1.860
H -4.731 1.691 -5.520 -0.722 0.004 0.126
H -3.972 3.115 -4.979 -0.201 0.608 0.137
H -4.333 2.877 -6.695 -0.030 0.366 -0.190
H -5.395 4.817 -6.765 -0.416 0.506 -0.531
H -5.590 5.273 -5.109 -0.385 0.543 0.028
H -7.345 6.476 -6.431 -0.171 -0.143 -0.314
H -8.163 5.396 -5.292 0.115 -0.060 -0.026
H -9.538 6.447 -7.752 0.051 -0.069 -0.114
H -10.160 5.251 -6.601 -0.515 0.230 -0.188
H -9.773 4.592 -9.591 0.310 0.347 -0.025
H -11.220 5.281 -8.971 -0.711 -0.704 0.193
H -12.032 1.979 -7.774 0.053 0.074 -0.491
H -12.635 3.635 -8.121 0.243 -0.023 -0.372
H -11.675 3.244 -6.681 -0.584 0.217 0.352
C 3.663 3.889 13.879 -1.197 -0.160 0.075
O 3.073 4.558 12.763 0.473 0.983 -0.777
C 2.907 5.981 12.953 1.663 -1.507 0.274
C 2.871 6.605 11.612 -0.372 -0.661 -2.245
N 4.107 6.341 10.702 0.401 0.159 -0.241
H 4.974 6.448 11.208 0.399 0.531 0.313
H 4.130 5.363 10.448 -0.570 -0.762 0.307
C 4.205 7.026 9.303 -0.694 -0.389 0.785
C 2.929 6.645 8.565 -1.436 -0.164 -0.114
O 2.576 5.229 8.475 0.932 1.095 0.120
C 3.249 4.534 7.379 0.204 0.903 0.734
H 3.506 2.827 13.688 -0.079 0.078 0.185
H 3.056 4.227 14.719 0.446 -0.456 0.578
H 4.730 4.028 14.052 0.032 0.545 -0.246
H 3.789 6.340 13.484 -0.176 0.263 0.570
H 1.974 6.191 13.476 0.077 0.206 0.145
H 2.630 7.668 11.632 0.208 -0.090 -0.144
H 2.144 6.014 11.055 -0.535 0.551 -0.021
H 5.106 6.705 8.780 0.132 -0.167 0.462
H 4.260 8.092 9.525 -0.095 0.000 -0.409
H 2.785 7.154 7.612 0.866 -0.235 -0.407
H 2.134 7.146 9.116 -0.335 -0.511 0.317
H 4.302 4.413 7.634 0.156 -0.035 -0.125
H 3.175 5.162 6.491 -0.059 -0.352 -0.233
H 2.826 3.537 7.258 -0.280 0.334 0.042
C 5.787 -4.100 -6.820 1.441 1.508 0.963
O 6.508 -5.151 -6.204 -0.718 -1.999 -1.144
C 5.676 -6.299 -6.160 0.726 1.388 0.258
C 5.463 -7.086 -7.465 0.972 -1.215 0.176
N 6.682 -7.437 -8.348 -1.082 -0.005 -0.217
H 7.560 -7.581 -7.869 0.431 0.566 0.485
H 6.459 -8.364 -8.680 0.154 -0.507 -0.321
C 6.817 -6.598 -9.621 0.380 -0.129 1.563
C 8.156 -6.896 -10.306 -0.812 -0.663 -0.711
O 8.246 -8.290 -10.638 -0.669 0.602 0.223
C 9.461 -8.693 -11.292 0.430 0.180 0.548
H 6.637 -3.513 -7.168 -0.736 0.720 -0.520
H 5.304 -3.581 -5.992 -0.322 0.394 -0.274
H 5.045 -4.324 -7.586 0.281 -0.463 -0.177
H 4.700 -5.910 -5.868 -0.474 -0.601 0.170
H 6.098 -6.867 -5.331 -0.193 -0.645 -0.374
H 4.719 -6.766 -8.194 0.000 0.478 0.410
H 5.166 -8.071 -7.105 -0.429 0.000 -0.077
H 6.753 -5.572 -9.257 0.380 0.143 -0.266
H 5.870 -6.793 -10.125 0.469 -0.193 -0.655
H 8.998 -6.593 -9.684 0.049 0.097 0.206
H 8.124 -6.241 -11.177 0.385 -0.088 -0.358
H 9.599 -9.772 -11.221 -0.526 0.040 0.154
H 10.287 -8.256 -10.731 0.269 0.146 -0.256
H 9.518 -8.434 -12.349 -0.249 0.339 0.081
C -4.940 -3.060 -4.949 -1.368 0.691 -0.398
C -5.305 -3.101 -6.452 2.388 0.375 -0.609
C -6.626 -2.513 -6.805 -1.215 -1.373 0.165
N -7.140 -2.664 -8.278 -0.062 1.586 0.187
C -8.543 -1.925 -8.344 0.070 -1.401 0.800
C -9.161 -1.866 -9.724 0.144 1.163 -1.461
C -8.241 -1.251 -10.780 1.118 -0.504 1.122
C -6.860 -1.914 -10.688 0.295 0.740 -0.173
C -6.225 -1.878 -9.238 -0.671 -1.571 -1.679
C -7.294 -4.116 -8.723 -1.155 0.243 1.096
H -3.883 -3.238 -4.750 -0.278 -0.450 -0.142
H -5.646 -3.736 -4.466 0.542 -0.350 0.418
H -5.168 -2.089 -4.511 0.057 0.249 -0.088
H -5.138 -4.134 -6.754 -0.365 0.015 -0.360
H -4.588 -2.481 -6.989 0.566 -0.265 -0.056
H -6.620 -1.466 -6.501 -0.367 0.041 -0.434
H -7.305 -3.094 -6.182 -0.849 0.433 -0.193
H -8.415 -0.993 -7.793 0.312 0.310 -0.660
H -9.211 -2.479 -7.685 0.141 -0.370 0.034
H -9.982 -1.152 -9.795 -0.528 -0.374 0.974
H -9.531 -2.802 -10.142 -0.026 -0.245 0.631
H -8.078 -0.201 -10.537 -0.248 0.248 -0.178
H -8.670 -1.341 -11.778 0.106 0.046 0.093
H -6.245 -1.326 -11.369 0.563 -0.138 0.241
H -6.898 -2.903 -11.145 0.204 -0.178 0.412
H -6.027 -0.852 -8.928 -0.455 -0.123 0.433
H -5.283 -2.428 -9.237 0.040 0.143 -0.065
H -7.878 -4.173 -9.641 0.762 0.174 -0.173
H -7.978 -4.577 -8.010 0.042 0.112 0.353
H -6.394 -4.730 -8.681 0.208 0.657 -0.421
C -1.623 -2.820 6.941 1.558 -0.819 0.356
C -2.697 -3.803 6.462 -0.677 1.127 0.347
C -3.646 -2.892 5.682 -1.220 -1.163 -1.757
N -5.000 -3.521 5.288 -1.113 -1.104 1.432
C -5.680 -4.036 6.589 -1.458 1.305 -1.522
C -7.206 -4.352 6.358 1.160 0.400 0.600
C -7.973 -3.176 5.618 -0.009 -1.947 1.490
C -7.297 -2.930 4.308 0.368 0.418 -1.203
C -5.866 -2.453 4.558 0.526 -0.917 -0.140
C -4.895 -4.725 4.396 0.719 0.320 -0.992
H -1.190 -2.264 6.109 -0.212 0.238 0.038
H -0.767 -3.314 7.402 0.090 -0.551 -0.302
H -1.864 -2.167 7.780 -0.904 0.232 -0.426
H -3.183 -4.286 7.310 -0.022 0.278 0.114
H -2.377 -4.630 5.829 0.535 0.322 -0.074
H -3.287 -2.705 4.670 0.805 0.358 0.180
H -3.878 -1.926 6.131 0.039 -0.271 0.333
H -5.626 -3.135 7.200 0.186 -0.439 0.666
H -5.096 -4.893 6.922 -0.225 0.304 0.209
H -7.552 -4.602 7.361 -0.391 0.694 0.202
H -7.300 -5.351 5.933 -0.164 0.267 -0.873
H -7.998 -2.271 6.224 0.504 0.092 0.141
H -9.028 -3.450 5.621 0.034 -0.168 -0.704
H -7.827 -2.241 3.651 0.081 0.869 0.520
H -7.280 -3.729 3.566 0.048 -0.848 0.641
H -5.846 -1.527 5.133 0.119 -0.176 0.184
H -5.295 -2.332 3.638 -0.222 0.380 -0.091
H -4.575 -4.351 3.423 -0.297 -0.100 -0.202
H -5.836 -5.271 4.322 0.038 0.469 0.033
H -4.136 -5.467 4.642 0.068 0.411 0.812
C 9.507 -6.804 3.852 -1.260 0.766 0.691
C 8.298 -5.726 3.964 1.181 -0.461 0.103
C 8.737 -4.303 4.127 -0.086 1.528 -1.017
N 7.624 -3.209 3.967 -0.266 0.566 -0.236
C 6.967 -3.269 2.544 -0.282 0.612 1.872
C 7.893 -2.951 1.389 0.748 -0.435 0.596
C 8.662 -1.596 1.575 -1.688 -0.562 0.478
C 9.245 -1.434 2.979 0.679 -0.488 0.472
C 8.341 -1.832 4.170 -0.255 0.139 -0.439
C 6.466 -3.366 4.989 1.618 0.627 -0.841
H 8.987 -7.730 4.096 0.434 -0.265 -0.351
H 10.368 -6.730 4.516 -0.415 0.473 0.506
H 9.978 -6.831 2.870 -0.595 0.041 -0.218
H 7.628 -5.841 4.815 0.040 -1.146 -0.050
H 7.759 -5.882 3.029 -0.245 0.227 0.111
H 9.438 -4.037 3.335 0.174 0.059 0.230
H 9.178 -4.053 5.092 0.073 -0.389 -0.003
H 6.388 -4.190 2.616 0.667 -0.541 -0.817
H 6.133 -2.568 2.562 0.285 0.664 0.211
H 8.622 -3.754 1.282 -0.063 -0.184 -0.291
H 7.205 -2.964 0.545 0.453 0.217 -0.376
H 9.407 -1.425 0.799 -0.116 -0.141 0.100
H 7.863 -0.862 1.469 0.227 0.478 -0.173
H 10.196 -1.947 3.126 -0.018 -0.627 -0.404
H 9.628 -0.423 3.117 -0.653 0.340 0.138
H 8.926 -1.849 5.090 0.154 -0.627 -0.057
H 7.618 -1.053 4.412 -0.624 -0.279 -0.548
H 5.735 -2.584 4.786 0.047 -0.140 -0.139
H 6.914 -3.158 5.961 -0.207 -0.454 0.110
H 6.033 -4.359 4.868 0.109 0.168 0.243
C -3.621 7.168 8.285 0.156 -0.646 1.132
C -3.666 5.900 7.412 0.800 1.253 -0.478
C -3.376 6.327 5.940 -2.268 -1.005 0.165
N -4.199 5.465 4.903 1.181 -0.507 -0.109
C -3.853 6.054 3.524 -1.260 0.211 -0.101
C -4.689 5.435 2.420 0.888 -1.724 -1.065
C -6.182 5.407 2.665 0.089 1.776 -0.445
C -6.567 4.842 4.008 0.478 0.541 0.315
C -5.762 5.450 5.193 1.029 -0.542 -1.135
C -3.523 4.071 4.885 -0.915 -0.080 0.547
H -4.237 6.900 9.144 -0.163 0.575 0.130
H -3.958 8.108 7.848 -0.159 -0.251 -0.127
H -2.636 7.319 8.726 0.130 0.176 -0.327
H -4.653 5.469 7.578 0.114 -0.153 -0.569
H -2.915 5.233 7.836 -0.104 -0.301 -0.387
H -2.343 6.311 5.592 -0.082 -0.098 0.264
H -3.800 7.324 5.818 0.214 0.027 -0.176
H -4.112 7.107 3.422 0.101 0.259 1.063
H -2.771 5.968 3.428 -0.162 -0.205 -0.242
H -4.439 5.913 1.472 -0.164 0.619 0.154
H -4.335 4.436 2.163 0.044 -0.424 0.416
H -6.490 6.450 2.593 -0.169 0.422 0.570
H -6.759 5.048 1.813 0.278 -0.867 0.153
H -7.608 5.104 4.197 -0.067 -0.341 0.180
H -6.445 3.758 4.006 -0.125 -0.070 0.148
H -6.007 6.490 5.410 -0.046 -0.047 -0.142
H -5.995 4.821 6.052 0.566 0.255 0.144
H -3.814 3.446 4.041 -0.073 0.572 -0.221
H -3.820 3.485 5.755 -0.054 0.420 0.269
H -2.439 4.177 4.903 -0.176 0.269 -0.127
C 4.380 5.604 0.917 0.525 -0.335 -0.655
C 4.445 7.096 1.278 0.867 1.446 0.728
O 4.958 7.505 2.327 0.816 -1.672 2.495
O 4.069 7.964 0.482 -1.860 -0.271 -2.938
H 4.899 4.876 1.541 -0.380 0.369 0.937
H 4.974 5.447 0.017 -0.305 0.398 -0.570
H 3.363 5.273 0.703 -0.048 -0.001 0.034
C 1.596 -0.389 -0.787 1.009 0.028 2.019
F 2.255 -1.569 -0.509 0.057 0.808 -0.033
F 2.503 0.602 -0.980 -0.368 -0.705 0.704
F 1.030 -0.572 -1.924 -1.569 -0.261 -1.979
S 0.416 -0.072 0.684 -0.061 0.101 0.304
O -0.121 1.255 0.505 0.297 0.444 -0.385
O -0.622 -1.084 0.606 0.239 -0.583 -0.443
O 1.327 -0.239 1.795 0.152 -0.005 0.021
C 8.281 2.185 -4.598 0.845 0.087 -3.175
F 9.357 2.705 -3.968 -1.012 -0.422 -0.181
F 8.277 0.841 -4.385 -0.411 0.658 0.742
F 7.164 2.776 -4.181 0.082 -0.470 0.958
S 8.312 2.462 -6.557 2.085 2.575 -1.120
O 7.025 2.092 -7.102 -0.812 -0.409 0.924
O 8.575 3.934 -6.642 -0.455 -2.541 0.710
O 9.389 1.622 -7.089 -0.544 0.338 1.202
```
Forces are in eV/Å.

***

(2)
Entry from the Open Molecules 2025 dataset: a structure of composition C25H38BFI3KN3O4 in a non-equilibrium geometry (ωB97M-V/def2-TZVPD).

As for the charge: +1. Its LUMO energy is -3.471 eV. As for the HOMO-LUMO gap: 7.5 eV. The value obtained for the largest force on an atom is 2.68 eV/A. The total energy is -83216.8875 eV.

XYZ file:
```
76
Properties=species:S:1:pos:R:3:forces:R:3
C -0.504 1.797 4.337 0.117 0.620 0.527
C -0.514 1.859 3.146 -0.026 -0.377 -0.330
C -0.488 1.978 1.699 -0.184 0.514 0.181
C 0.681 2.885 1.246 0.102 -0.190 -0.202
C 1.856 2.250 0.489 -0.115 -0.183 0.422
C 1.569 1.151 -0.544 -0.330 1.078 -1.255
C 2.768 1.018 -1.530 -0.140 -0.175 0.376
C 4.126 1.367 -1.002 0.657 -0.035 -0.127
O 4.559 1.248 0.086 -0.206 0.153 -0.054
I 5.466 2.194 -2.539 -0.208 -0.080 -0.006
O 1.059 -0.049 -0.040 0.535 0.386 0.212
C 1.758 -0.955 0.807 -0.891 -2.484 0.477
C 1.970 -0.541 2.278 0.392 0.964 -0.353
C 3.271 0.092 2.758 0.113 0.164 0.765
F 4.405 -0.342 2.099 0.021 -0.258 0.148
C 0.675 -2.122 0.961 -0.158 0.969 -0.188
C -0.306 -2.301 -0.199 -0.169 -0.689 0.472
C -1.597 -1.499 -0.073 0.400 0.035 -0.624
N -2.375 -1.889 1.101 0.064 0.206 -0.259
C -3.773 -2.164 0.798 -0.059 0.057 0.600
C -4.543 -1.068 0.090 0.517 -0.659 0.007
C -5.491 -1.466 -0.846 -0.160 0.557 -0.111
C -6.249 -0.533 -1.538 -0.008 -0.182 0.008
C -6.064 0.813 -1.300 -0.079 0.404 -0.055
C -5.135 1.215 -0.357 0.094 -0.171 -0.158
C -4.373 0.289 0.324 0.024 -0.099 0.308
O -3.438 0.782 1.235 -0.357 0.571 -0.083
C 2.984 -1.663 0.206 0.131 0.292 -0.436
N 2.675 -2.433 -1.024 0.411 0.134 0.822
B 3.081 -3.856 -0.965 -0.726 -0.361 -0.103
N 2.184 -4.838 -1.554 0.732 1.022 -0.929
O 4.260 -4.254 -0.365 0.178 0.516 -0.524
C 0.357 1.626 -1.439 0.380 -0.070 -0.108
I -0.016 0.251 -3.089 -0.104 0.087 0.321
C 0.370 3.081 -1.959 -0.439 -0.307 -0.724
C 0.574 3.367 -3.449 0.097 0.864 0.489
I -1.656 3.847 -1.558 0.163 0.348 -0.333
H -0.421 2.033 5.367 -0.086 -0.402 0.302
H -0.533 1.001 1.231 0.149 -0.075 -0.059
H -1.422 2.479 1.445 -0.113 -0.068 -0.296
H 1.087 3.366 2.129 0.128 0.062 0.158
H 0.282 3.707 0.659 -0.173 0.017 -0.159
H 2.589 1.881 1.199 -0.086 -0.122 -0.136
H 2.375 3.052 -0.032 0.131 0.144 -0.047
H 2.613 1.622 -2.414 -0.117 0.212 -0.087
H 2.765 -0.005 -1.899 0.248 -0.161 -0.028
H 1.171 0.157 2.522 -0.057 0.040 0.126
H 1.776 -1.392 2.918 0.096 -0.410 -0.146
H 3.407 -0.171 3.807 -0.009 -0.099 0.111
H 3.276 1.181 2.756 -0.008 0.082 -0.338
H 0.068 -1.912 1.841 0.005 0.156 0.169
H 1.201 -3.039 1.203 0.159 -0.194 -0.136
H -0.628 -3.349 -0.180 0.070 -0.135 -0.072
H 0.173 -2.167 -1.156 0.110 0.276 -0.181
H -2.143 -1.659 -1.008 -0.258 -0.111 0.009
H -1.380 -0.434 -0.058 -0.031 0.186 0.158
H -1.962 -2.745 1.447 -0.157 -0.046 0.240
H -4.280 -2.342 1.749 -0.044 -0.106 0.113
H -3.880 -3.089 0.226 -0.134 -0.017 -0.272
H -5.641 -2.514 -1.044 0.072 -0.176 0.011
H -6.974 -0.864 -2.265 -0.070 0.001 -0.072
H -6.632 1.558 -1.839 -0.090 -0.011 -0.059
H -4.949 2.249 -0.127 -0.603 -0.445 -0.525
H -3.753 0.611 2.130 0.273 -0.381 0.065
H 3.828 -1.001 0.038 -0.085 0.053 0.087
H 3.307 -2.344 0.988 0.190 -0.020 0.153
H 3.267 -2.047 -1.755 -0.260 -0.019 -0.235
H 1.427 -4.339 -2.009 -0.149 -0.135 0.083
H 2.659 -5.341 -2.302 -0.221 -0.667 0.417
H 4.727 -4.878 -0.930 -0.004 -0.395 0.480
H -0.522 1.472 -0.839 -0.128 -0.133 0.151
H 1.016 3.779 -1.443 0.023 -0.274 0.592
H 1.462 2.879 -3.838 -0.015 -0.305 -0.086
H 0.759 4.439 -3.524 0.032 0.094 -0.109
H -0.309 3.179 -4.040 0.049 -0.484 -0.244
K -3.930 3.852 0.757 0.394 0.450 0.690
```
Forces are in eV/Å.